(1)
Here is a 2-piece molecular cluster, C4H6N2 overall from the Open Molecules 2025 dataset. Energies are from ωB97M-V with the def2-TZVPD basis set.

```
12
C4H6N2 (ωB97M-V with the def2-TZVPD basis set)
C -1.551 0.274 0.336
C 1.819 0.990 0.005
C -2.089 -1.113 0.163
C -0.865 -0.938 -0.263
N 2.684 0.059 0.023
N 3.148 -0.951 0.258
H -2.041 1.125 -0.387
H -1.123 0.783 1.191
H 2.164 2.065 -0.166
H 0.931 0.797 -0.477
H -2.930 -1.754 0.266
H -0.146 -1.335 -0.948
```

Properties
* highest occupied orbital energy: -8.680 eV
* multiplicity: 1
* energy relative to the best compared isomer or geometry (same formula, charge and spin): 135.5 kcal per mole
* Kohn-Sham gap: 9.483 eV

---

(2)
Here is C14H26FeO9P3S2 as an isolated structure from the Open Molecules 2025 dataset. Energies are from ωB97M-V with the def2-TZVPD basis set.

```
55
C14H26FeO9P3S2 (ωB97M-V with the def2-TZVPD basis set)
Fe 0.418 0.687 0.282
C -1.591 -4.236 -2.119
C -1.254 -3.747 -0.714
C -1.367 -4.883 0.302
C 0.088 -3.034 -0.637
C 0.663 -2.413 -1.739
C 1.810 -1.630 -1.617
C 2.431 -1.441 -0.390
C 3.664 -0.582 -0.238
C 1.881 -2.108 0.713
C 0.742 -2.883 0.592
H -2.554 -4.751 -2.109
H -0.834 -4.940 -2.486
H -1.670 -3.422 -2.842
H -1.999 -2.997 -0.426
H -0.503 -5.554 0.242
H -2.268 -5.470 0.106
H -1.449 -4.499 1.320
H 0.194 -2.486 -2.712
H 2.202 -1.122 -2.492
H 3.488 0.271 0.422
H 3.991 -0.196 -1.205
H 4.483 -1.160 0.200
H 2.329 -1.968 1.691
H 0.315 -3.322 1.485
O 0.487 1.127 4.404
P 0.203 0.813 2.862
O 1.513 0.506 2.175
O -0.599 1.858 2.134
O -0.690 -0.520 2.898
P -1.857 -0.782 1.761
O -2.922 0.362 2.093
O -2.432 -2.120 1.968
O -1.207 -0.415 0.422
H -0.336 1.170 4.903
H -2.467 1.216 2.008
C 2.104 2.879 -5.330
C 1.026 3.389 -4.408
O 1.539 3.370 -3.068
P 0.596 2.858 -1.879
S 1.621 2.853 -0.196
S -0.235 1.107 -2.242
O -0.497 4.023 -1.904
C -1.765 3.915 -1.222
C -1.676 4.519 0.161
H 1.789 2.969 -6.374
H 2.315 1.828 -5.118
H 3.024 3.452 -5.196
H 0.133 2.766 -4.476
H 0.745 4.416 -4.646
H -2.063 2.868 -1.187
H -2.477 4.448 -1.849
H -0.951 3.987 0.781
H -2.655 4.460 0.648
H -1.380 5.570 0.106
```

Properties
* ⟨S²⟩: 6.008
* highest occupied orbital energy (spin up / spin down): -5.401 / -5.616 eV
* multiplicity: 5
* energy relative to the best compared isomer or geometry (same formula, charge and spin): 0.0 kcal per mole
* charge: -1
* Kohn-Sham gap (spin up / spin down): 8.186 / 8.388 eV

---

(3)
Here is a 2-piece molecular cluster, C4H10O2 overall from the Open Molecules 2025 dataset. Energies are from ωB97M-V with the def2-TZVPD basis set.

```
16
C4H10O2 (ωB97M-V with the def2-TZVPD basis set)
O -1.395 -0.373 -1.960
C -2.163 -0.826 -1.131
O -2.950 -0.073 -0.300
H -2.298 -1.822 -0.943
H -3.235 -0.635 0.367
C 1.870 -0.405 -0.374
C 0.958 -0.067 0.850
C 0.387 1.390 0.731
H 2.693 0.260 -0.483
H 2.294 -1.375 -0.224
H 1.296 -0.393 -1.333
H 0.138 -0.801 0.927
H 1.566 -0.182 1.746
H -0.216 1.597 1.607
H -0.189 1.592 -0.195
H 1.245 2.115 0.714
```

Properties
* highest occupied orbital energy: -11.079 eV
* multiplicity: 1
* energy relative to the best compared isomer or geometry (same formula, charge and spin): 19.6 kcal per mole
* Kohn-Sham gap: 11.633 eV